Record 1
Molecular formula: C13H20Br5Cl4CsK2LiN3O5S
Method: DFT, ωB97M-V/def2-TZVPD

Structure (ORCA input):
```
! wB97M-V def2-TZVPD RIJCOSX def2/J DEFGRID3
* xyz 0 1
N -2.8422 -1.5500 -3.8778
C -1.5368 -1.6588 -3.1687
C -1.2866 -0.5312 -2.0624
N -1.7949 -1.0955 -0.7894
C -2.1107 0.8108 -2.3209
C -1.0462 2.0177 -2.0930
O -0.0183 1.9181 -2.8051
H -3.6222 -1.9375 -3.3313
H -2.7493 -2.1725 -4.7048
H -0.6963 -1.6947 -3.9523
H -1.5343 -2.6814 -2.6272
H -1.7603 -0.2858 -0.1309
H -1.0365 -1.7170 -0.4326
H -2.4963 0.9478 -3.3816
H -2.9552 0.9933 -1.5551
H -1.1940 2.8769 -1.3559
C 1.6044 -3.2776 1.3023
Cl 0.9992 -3.2260 -0.3585
Cl 3.2125 -2.5449 1.3976
Cl 0.4514 -2.4879 2.4214
H 1.6945 -4.3199 1.6017
N 3.7182 2.5381 -0.8072
C 4.8527 3.2458 -0.8612
C 5.1296 4.1938 -1.8305
C 4.1737 4.4235 -2.8112
C 2.9892 3.7021 -2.7817
C 2.8105 2.7779 -1.7637
H 5.5668 3.0220 -0.0758
H 6.0670 4.7376 -1.8212
H 4.3514 5.1569 -3.5908
H 2.2222 3.8527 -3.5305
H 1.9031 2.1923 -1.6955
Br -2.7372 -0.4012 3.1259
C -2.5300 -0.8999 4.9944
C -2.3387 -2.3891 5.1335
Br -4.0271 -3.3576 4.9207
H -3.4009 -0.5209 5.5245
H -1.6420 -0.3665 5.3382
H -1.9954 -2.6397 6.1390
H -1.6432 -2.8042 4.4014
Li 6.9141 2.0766 0.9981
Cs -4.0884 -5.6503 4.9283
Cl 1.1069 -0.5231 1.1495
C -6.9479 -0.9494 7.2046
Br -6.8154 0.8860 7.8169
Br -8.7891 -1.4795 6.9050
Br -5.8419 -1.2713 5.6404
H -6.5607 -1.5801 8.0029
O 1.5454 -0.8131 -4.8735
S 2.6105 0.1571 -4.5461
O 2.7901 0.2174 -3.0827
O 2.2381 1.4929 -5.0547
O 3.8801 -0.2738 -5.1821
K 9.4636 2.2042 0.2555
K 5.7431 0.6592 -5.9461
*
```

Output
Gap between HOMO and LUMO   1.58 eV
Maximum force   15.58 eV Å⁻¹
E_HOMO   -3.615 eV

***

Record 2
Molecular formula: C13H20BrF3N2O5P2PtS
Method: DFT, ωB97M-V/def2-TZVPD

Structure (ORCA input):
```
! wB97M-V def2-TZVPD RIJCOSX def2/J DEFGRID3
* xyz 2 1
Pt 0.1868 -0.2109 0.0680
C 0.7443 3.0341 0.9162
P 0.6239 1.9408 -0.5060
C 2.2020 2.0805 -1.3690
C -0.6271 2.6269 -1.5917
C -1.9070 2.6743 -0.8060
P -2.4226 0.9701 -0.3987
C -3.1653 0.2057 -1.8455
C -3.5548 1.0535 0.9850
H 0.9169 4.0560 0.5734
H 1.5747 2.7100 1.5425
H -0.1540 2.9822 1.5251
H 2.4080 3.1345 -1.5626
H 2.1789 1.5423 -2.3152
H 2.9964 1.6744 -0.7435
H -0.6849 2.0501 -2.5185
H -0.2963 3.6304 -1.8790
H -2.7095 3.1719 -1.3592
H -1.7857 3.2178 0.1326
H -4.2128 -0.0045 -1.6229
H -2.6635 -0.7244 -2.0931
H -3.1052 0.8918 -2.6910
H -4.3478 1.7683 0.7464
H -3.0349 1.3739 1.8886
H -3.9805 0.0701 1.1497
O 5.6948 -3.0225 0.1629
C 4.5880 -2.3134 0.2677
C 4.1878 -1.6483 1.4369
C 3.0061 -0.9461 1.4376
N 2.2435 -0.8715 0.3380
C 2.6345 -1.5149 -0.7567
Br 1.3160 -1.3128 -2.1224
C 3.7766 -2.2468 -0.8811
H 6.2065 -3.0430 0.9831
H 4.7871 -1.6917 2.3364
H 2.6344 -0.4305 2.3136
H 4.0538 -2.7622 -1.7893
F -2.8081 -3.6493 1.8474
C -2.6883 -3.7366 0.5362
F -3.8815 -3.7300 -0.0333
F -2.0245 -4.8235 0.2001
S -1.7710 -2.2607 -0.0907
O -0.4383 -2.3226 0.5708
O -1.7379 -2.3236 -1.5181
O -2.4919 -1.0991 0.4519
O -1.6221 -0.4849 3.4480
C -0.8539 -0.0933 2.6763
N 0.0085 0.4072 1.9595
*
```

Output
Gap between HOMO and LUMO (spin up / spin down)   7.30 / 7.30 eV
ΔE to the lowest compared entry with this formula, charge and spin   318.1 kJ/mol
Maximum force   2.02 eV Å⁻¹
E_HOMO (spin up / spin down)   -15.734 / -15.734 eV

***

Record 3
Molecular formula: C13H20BrNO6PRh
Method: DFT, ωB97M-V/def2-TZVPD

Structure (ORCA input):
```
! wB97M-V def2-TZVPD RIJCOSX def2/J DEFGRID3
* xyz 2 1
Rh 0.2597 0.3343 0.5956
Br 0.0189 2.8371 2.3452
C -0.6732 3.0499 0.6015
C -1.1604 4.2156 0.0401
C -1.5730 4.1634 -1.2875
C -1.4667 2.9822 -2.0254
C -0.9683 1.8701 -1.3888
N -0.6180 1.9307 -0.0976
C -0.7066 0.5118 -2.0131
O -0.9669 0.2710 -3.1489
O -0.1838 -0.3843 -1.1606
H -1.1998 5.1298 0.6152
H -1.9583 5.0589 -1.7572
H -1.7442 2.9217 -3.0691
C 2.5707 -2.9181 1.2891
C 3.1015 -2.2255 2.5456
C 2.3968 -0.8781 2.5184
O 2.0876 -0.6227 1.0967
C 2.5603 -1.7762 0.3018
H 1.5621 -3.3068 1.4416
H 3.2086 -3.7345 0.9579
H 4.1798 -2.0882 2.4672
H 2.8968 -2.7678 3.4657
H 3.0083 -0.0514 2.8735
H 1.4464 -0.8961 3.0563
H 3.5626 -1.5302 -0.0486
H 1.8887 -1.8807 -0.5473
C -2.9968 -1.3723 -0.8568
O -2.8394 -0.6742 0.4266
P -1.5980 -0.5404 1.3463
O -2.1401 0.1701 2.6170
C -3.1998 1.1779 2.6276
O -1.0250 -1.9174 1.7826
C -1.8255 -2.9983 2.3842
H -4.0013 -1.7806 -0.8288
H -2.2522 -2.1566 -0.9534
H -2.9037 -0.6486 -1.6580
H -3.1372 1.6525 3.6001
H -4.1543 0.6772 2.4986
H -3.0380 1.9036 1.8330
H -1.4643 -3.9187 1.9396
H -2.8793 -2.8501 2.1603
H -1.6482 -2.9786 3.4543
*
```

Output
Gap between HOMO and LUMO   8.70 eV
ΔE to the lowest compared entry with this formula, charge and spin   31.7 kJ/mol
Maximum force   1.11 eV Å⁻¹
E_HOMO   -16.874 eV

***

> Which formula does entry 1 have?

C13H20Br5Cl4CsK2LiN3O5S